(1)
A molecular structure, C42H28BCrN2O12, computed with ωB97M-V/def2-TZVPD.

```
86
Properties=species:S:1:pos:R:3:forces:R:3
Cr 11.348 -5.155 -42.365 1.27 0.04 -0.59
N 11.841 -7.634 -43.330 0.61 -2.08 -3.33
O 12.031 -8.750 -43.767 -0.36 0.89 0.90
O 11.994 -7.201 -42.244 2.17 -1.00 9.63
O 11.519 -6.664 -43.991 -2.28 3.71 -5.95
N 12.483 -3.797 -40.295 3.58 -1.53 2.76
O 13.090 -3.153 -39.425 -2.11 -0.36 -1.96
O 12.534 -5.004 -40.416 2.06 -5.85 2.80
O 11.868 -3.456 -41.268 -3.82 6.40 -5.12
B 9.469 -5.488 -41.649 -1.87 0.13 -0.10
H 9.566 -5.929 -42.629 -0.05 -2.01 -3.64
H 8.484 -5.668 -41.248 -3.01 -0.83 1.78
H 10.288 -5.827 -41.034 3.12 -1.62 2.83
H 9.633 -4.432 -41.799 0.02 4.25 -0.44
C 2.936 -0.514 -35.720 -0.69 -0.35 -0.05
C 4.223 -0.744 -35.323 2.54 -1.61 0.42
C 5.081 -1.669 -35.981 -2.38 0.61 -1.53
C 4.572 -2.243 -37.180 0.88 0.42 1.24
C 3.326 -1.882 -37.679 -2.26 1.09 1.24
C 2.449 -1.104 -36.873 1.01 0.90 -0.21
C 2.773 -2.292 -38.967 1.29 -1.15 -0.59
O 1.635 -2.025 -39.352 0.32 0.01 0.18
C 3.646 -3.164 -39.821 0.74 -0.94 -0.68
C 3.243 -3.613 -41.111 -0.02 0.86 0.37
C 4.017 -4.447 -41.929 -0.94 1.21 1.35
C 5.245 -4.848 -41.442 -0.09 0.66 0.19
C 5.719 -4.362 -40.201 -0.76 -0.11 0.23
C 4.918 -3.581 -39.316 0.25 -0.52 -0.46
C 5.401 -3.190 -37.902 4.09 -1.21 -1.03
O 6.535 -3.542 -37.479 -3.65 0.79 -1.32
H 2.249 0.080 -35.135 0.17 0.22 0.06
H 4.696 -0.362 -34.430 -0.56 0.60 0.20
H 6.089 -1.872 -35.649 -0.10 -0.18 -0.01
H 1.480 -0.719 -37.152 -0.20 -0.65 -0.59
H 2.345 -3.174 -41.522 -0.27 -0.18 0.02
H 3.603 -4.656 -42.904 0.31 -0.37 -0.05
H 5.824 -5.478 -42.100 0.53 -0.05 0.37
H 6.726 -4.669 -39.958 0.04 0.17 0.56
C 13.060 -0.656 -45.161 -0.92 -2.65 1.52
C 12.557 0.203 -46.086 0.38 0.31 -1.31
C 11.416 -0.103 -46.830 -0.30 -1.73 0.96
C 10.689 -1.273 -46.474 0.07 0.19 0.68
C 11.096 -2.129 -45.383 0.26 0.78 -1.10
C 12.331 -1.843 -44.812 -0.13 1.19 0.23
C 10.269 -3.304 -44.939 1.25 -0.50 1.21
O 10.659 -4.043 -44.002 0.07 1.03 -0.88
C 9.009 -3.612 -45.618 0.94 0.41 -0.50
C 8.269 -4.727 -45.339 -3.50 -1.08 -0.02
C 7.005 -4.997 -46.019 3.66 0.17 0.82
C 6.719 -4.255 -47.165 -1.10 -0.84 1.32
C 7.433 -3.123 -47.417 2.67 0.29 -0.33
C 8.641 -2.829 -46.694 -2.12 1.37 -1.79
C 9.413 -1.601 -47.165 0.14 -0.05 -0.14
O 9.023 -0.905 -48.079 -0.27 -0.39 0.24
H 13.977 -0.549 -44.600 0.14 0.55 -0.27
H 13.154 1.049 -46.394 -0.08 0.27 0.16
H 11.175 0.506 -47.688 -0.47 -0.10 0.10
H 12.669 -2.443 -43.980 0.21 -0.11 -0.06
H 8.490 -5.421 -44.541 0.48 0.20 0.13
H 6.575 -5.912 -45.638 -0.72 0.05 -0.59
H 5.906 -4.522 -47.824 -0.16 -0.05 0.06
H 7.238 -2.633 -48.359 0.05 0.59 0.22
C 8.276 -0.081 -37.405 3.17 -1.33 0.28
C 9.471 -0.676 -37.915 -0.76 0.70 4.46
C 9.674 -0.963 -39.178 -1.56 -0.06 -2.68
C 8.537 -0.705 -40.028 1.36 -1.08 -1.71
C 7.321 -0.196 -39.592 0.25 0.79 0.99
C 7.292 0.190 -38.251 -2.25 0.51 0.60
C 6.137 0.186 -40.434 -0.64 0.20 1.04
O 5.037 0.554 -39.950 2.68 -1.16 -1.23
C 6.472 0.146 -41.865 -0.14 0.83 -1.74
C 5.562 0.749 -42.745 0.47 -0.77 -1.42
C 5.783 0.682 -44.149 0.28 0.66 0.99
C 6.983 0.217 -44.673 0.02 -0.33 1.08
C 7.979 -0.230 -43.789 -1.05 -0.59 0.76
C 7.719 -0.322 -42.399 -0.78 -0.01 -0.60
C 8.747 -0.966 -41.511 -0.31 0.98 0.17
O 9.728 -1.503 -41.972 -0.22 -0.13 0.24
H 8.267 0.089 -36.338 -0.34 0.36 -0.02
H 10.193 -0.918 -37.149 0.45 0.02 -0.13
H 10.630 -1.378 -39.462 -0.22 -0.05 -0.74
H 6.465 0.690 -37.768 -0.65 0.05 -0.70
H 4.671 1.230 -42.370 -0.06 -0.14 0.13
H 5.073 1.110 -44.841 -0.28 -0.05 0.11
H 7.101 0.155 -45.745 0.24 0.13 -0.07
H 8.891 -0.668 -44.166 0.22 0.19 0.08
```
Forces are in eV/Å.

Properties
Kohn-Sham gap (alpha / beta) ... 5.714 / 3.760 eV
LUMO energy (alpha / beta) ... -5.8 / -8.1 eV
Total charge ... +1
HOMO level (alpha / beta) ... -0.4214 / -0.4356 Eh
2S+1 ... 5
Max |F| ... 9.9 eV/Å

***

(2)
2 unconnected molecules or ions with the total composition C2H6N2OS, computed with ωB97M-V/def2-TZVPD.

```
12
Properties=species:S:1:pos:R:3:forces:R:3
C 0.205 0.493 -1.348 -2.71 -3.26 0.58
C 0.942 -1.121 0.834 -0.82 1.14 0.00
N -0.307 1.223 -0.385 0.01 -0.21 -1.59
N -1.055 0.738 0.523 -1.83 0.91 0.11
O 0.704 -0.103 1.471 2.20 -2.38 0.39
S -0.298 -2.333 0.549 0.58 -0.99 0.06
H 0.854 0.836 -2.039 1.84 1.77 -1.83
H -0.297 -0.490 -1.606 0.84 1.30 0.88
H 1.805 -1.384 0.210 0.57 0.65 0.35
H -0.103 2.206 -0.512 0.32 0.47 0.90
H -1.299 1.450 1.210 0.15 0.12 -0.30
H -1.150 -1.515 1.091 -1.15 0.48 0.44
```
Forces are in eV/Å.

Properties
Kohn-Sham gap (alpha / beta) ... 8.589 / 8.591 eV
LUMO energy (alpha / beta) ... 0.9 / 0.9 eV
Energy above the lowest of the compared OMol25 structures with the same formula, charge and spin ... 439.2 kJ/mol
HOMO level (alpha / beta) ... -0.2817 / -0.2818 Eh
2S+1 ... 1
Max |F| ... 4.3 eV/Å

***

(3)
A molecular structure, C8H14BrNOSi2, computed with ωB97M-V/def2-TZVPD.

```
27
Properties=species:S:1:pos:R:3:forces:R:3
C 1.602 -0.210 2.331 0.19 -0.23 -0.54
C 0.570 -1.268 1.590 -2.72 -2.32 -1.84
C 0.905 -2.894 1.424 -3.57 2.11 -1.50
C -0.156 -3.870 0.628 -0.49 3.09 0.32
C -1.571 -3.339 -0.021 2.54 3.56 2.05
C -1.933 -1.746 0.142 3.72 -2.09 1.35
C -0.861 -0.739 0.937 0.30 -2.43 -0.34
C -1.339 0.863 0.981 -0.36 -1.63 0.39
Si -1.270 1.446 -0.890 1.27 0.48 1.55
O -0.663 3.083 -1.089 1.24 -2.16 -2.49
Si 0.471 2.946 -2.467 0.48 -0.02 1.82
N 2.136 2.585 -1.817 -1.67 1.55 -0.36
Br 0.429 4.759 -3.870 -0.08 -0.71 0.83
H 2.253 -0.731 3.182 -1.52 0.97 -2.03
H 1.065 0.711 2.822 0.76 -2.00 -0.98
H 2.335 0.247 1.509 -1.54 -1.12 1.77
H 1.918 -3.279 1.899 -2.46 0.67 -1.22
H 0.142 -5.005 0.506 -0.74 2.61 0.31
H -2.345 -4.003 -0.615 2.02 1.28 1.47
H -2.940 -1.341 -0.349 2.49 -0.81 1.34
H -0.677 1.517 1.691 -1.42 -1.37 -1.27
H -2.486 0.820 1.309 2.61 0.36 -0.42
H -2.554 1.182 -1.525 -0.40 0.28 -0.17
H -0.273 0.553 -1.535 -0.14 0.13 0.13
H 0.110 1.773 -3.301 -0.09 0.56 -0.06
H 2.256 3.155 -0.946 0.32 -0.67 -1.18
H 2.875 2.785 -2.526 -0.74 -0.07 1.07
```
Forces are in eV/Å.

Properties
Kohn-Sham gap ... 8.441 eV
LUMO energy ... 0.2 eV
HOMO level ... -0.3026 Eh
2S+1 ... 1
Max |F| ... 4.8 eV/Å

***

(4)
A single C6H9N3O molecule, computed with ωB97M-V/def2-TZVPD.

```
19
Properties=species:S:1:pos:R:3:forces:R:3
C -2.830 0.160 -0.709 0.37 -0.22 0.16
C -1.784 0.027 1.068 0.28 0.68 0.04
C 1.522 0.497 0.153 3.22 -1.10 -1.47
C 0.447 -0.462 0.228 1.71 -4.02 -0.85
C 1.384 1.925 -0.264 1.71 -1.98 0.05
C 1.013 -2.151 -0.117 -1.74 3.85 3.43
N -2.955 0.289 0.636 -2.88 0.09 -0.79
N -1.626 -0.134 -1.084 1.59 0.16 -1.26
N -0.935 -0.128 0.058 1.26 -1.03 0.86
O 1.057 -0.019 1.408 -0.42 0.85 0.06
H -3.527 0.209 -1.501 -1.18 0.31 -0.05
H -1.575 0.006 2.078 0.97 -0.04 1.74
H 2.549 -0.033 -0.216 -2.30 1.43 1.07
H 1.454 2.001 -1.300 0.50 -0.37 -2.08
H 2.055 2.643 0.089 1.29 0.73 1.15
H 0.455 2.245 -0.126 -4.11 1.45 1.21
H 1.847 -2.336 0.630 -1.28 0.21 -0.92
H 1.359 -2.036 -1.082 0.53 -0.46 -2.08
H 0.090 -2.704 0.049 0.47 -0.55 -0.30
```
Forces are in eV/Å.

Properties
Structure (SMILES) ... C[C@H]1O[C@@]1(C)n1cncn1
Kohn-Sham gap ... 10.740 eV
LUMO energy ... 0.9 eV
Energy above the lowest of the compared OMol25 structures with the same formula, charge and spin ... 324.0 kJ/mol
HOMO level ... -0.3617 Eh
2S+1 ... 1
Max |F| ... 5.4 eV/Å

***

(5)
A molecular structure, C15H17I2N2NiO2S, computed with ωB97M-V/def2-TZVPD.

```
40
Properties=species:S:1:pos:R:3:forces:R:3
Ni 0.667 -0.530 0.310 -0.38 0.44 -0.14
I -6.357 1.275 0.525 0.00 0.00 0.00
C -4.326 1.012 0.898 0.02 0.01 0.01
C -3.534 2.097 1.244 -0.01 -0.01 0.00
C -2.177 1.925 1.473 -0.03 0.00 -0.02
I -1.066 3.594 2.037 -0.11 0.08 0.02
C -1.567 0.669 1.364 0.01 -0.03 -0.05
O -0.261 0.500 1.563 0.17 -0.30 0.03
C -2.404 -0.420 1.064 -0.05 0.01 0.00
C -1.804 -1.786 1.106 0.00 -0.04 0.02
N -0.670 -1.923 0.154 0.15 0.23 0.03
C -1.060 -1.959 -1.268 0.02 -0.03 -0.06
C 0.189 -1.777 -2.086 -0.01 -0.01 -0.03
C 0.323 -2.200 -3.394 0.02 0.01 -0.02
C 1.515 -1.951 -4.055 0.00 0.00 0.00
C 2.540 -1.294 -3.390 -0.02 0.00 0.01
C 2.339 -0.907 -2.080 0.05 0.00 0.01
N 1.187 -1.145 -1.447 0.12 -0.16 0.26
C -3.759 -0.248 0.819 0.01 0.00 0.00
H -3.971 3.082 1.334 0.00 0.00 0.00
H -1.384 -1.982 2.095 -0.01 -0.01 0.00
H -2.558 -2.549 0.895 0.00 0.00 -0.02
H -0.202 -2.801 0.370 0.12 0.05 0.01
H -1.567 -2.890 -1.528 -0.04 0.01 0.04
H -1.754 -1.134 -1.446 0.01 0.01 0.00
H -0.493 -2.714 -3.883 0.00 0.00 0.00
H 1.645 -2.270 -5.080 0.00 0.00 0.00
H 3.483 -1.087 -3.874 0.00 0.00 0.00
H 3.093 -0.392 -1.500 0.00 -0.01 -0.01
H -4.374 -1.109 0.589 0.00 0.00 0.00
C 3.715 2.633 0.843 0.00 -0.01 -0.02
S 2.056 2.015 1.066 0.04 -0.04 0.06
C 2.065 1.869 2.843 0.06 0.01 0.05
O 2.215 0.568 0.540 -0.20 -0.23 -0.18
H 4.425 1.946 1.300 -0.01 0.00 0.01
H 3.775 3.620 1.300 -0.01 0.00 0.01
H 3.894 2.717 -0.226 0.00 0.00 0.00
H 2.135 2.873 3.261 0.02 -0.01 0.00
H 2.912 1.255 3.144 0.02 0.00 -0.01
H 1.116 1.418 3.120 0.06 0.01 -0.01
```
Forces are in eV/Å.

Properties
Kohn-Sham gap (alpha / beta) ... 7.387 / 7.460 eV
LUMO energy (alpha / beta) ... -3.1 / -3.0 eV
Total charge ... +1
HOMO level (alpha / beta) ... -0.3838 / -0.3835 Eh
2S+1 ... 1
Max |F| ... 0.6 eV/Å

***

(6)
5 unconnected molecules or ions with the total composition C22H30Br8N2O2, computed with ωB97M-V/def2-TZVPD.

```
64
Properties=species:S:1:pos:R:3:forces:R:3
C 3.833 -3.993 0.777 0.53 -0.02 -0.49
C 4.555 -3.164 1.282 -1.23 1.04 0.70
C 4.957 -1.872 1.991 0.41 -0.64 -1.48
C 4.475 -0.630 1.201 -0.29 -0.11 -0.10
C 5.374 0.277 0.685 -0.78 0.19 -0.09
C 4.905 1.439 -0.057 -0.15 -1.11 0.56
C 3.555 1.604 -0.272 -0.22 -0.16 0.19
C 2.539 0.648 0.232 2.27 1.61 -0.74
N 1.212 0.882 -0.058 0.71 -2.81 1.64
C 0.468 -0.086 0.486 -1.33 0.07 -0.40
C 0.941 -1.192 1.294 0.72 0.04 -0.11
O 0.096 -2.139 1.807 0.33 1.81 0.15
C -1.152 -1.599 2.288 -1.21 -1.36 0.20
C -2.309 -2.050 1.319 -0.27 -0.74 -0.46
C -1.807 -3.117 0.286 -0.37 0.48 0.28
O -2.967 -0.972 0.639 0.62 -0.30 -0.08
N 2.212 -1.380 1.549 -0.66 0.76 -0.47
C 3.041 -0.453 0.990 0.39 0.08 -0.05
H 3.249 -4.680 0.174 0.47 0.32 0.58
H 4.555 -1.849 3.018 0.30 -0.21 -0.43
H 6.067 -1.864 1.959 -0.64 0.25 0.54
H 6.443 0.094 0.859 -0.47 0.26 -0.19
H 5.659 2.141 -0.443 -0.63 -0.29 0.17
H 3.251 2.501 -0.837 -0.24 -0.67 0.32
H -0.646 -0.044 0.313 1.49 -0.19 0.13
H -1.139 -0.518 2.513 0.10 -0.43 -0.48
H -1.350 -2.112 3.257 0.31 0.31 -0.57
H -3.096 -2.575 1.907 0.47 0.61 -0.11
H -1.453 -3.979 0.880 0.10 0.30 -0.69
H -1.020 -2.705 -0.383 -0.19 -0.34 0.64
H -2.632 -3.431 -0.391 0.28 0.16 0.70
H -2.619 -0.995 -0.264 -0.28 0.28 0.20
Br -2.656 0.086 5.772 -0.08 0.00 -0.03
C -3.288 -1.261 7.026 0.24 0.19 0.01
C -2.832 -2.640 6.624 -0.22 -0.20 0.03
Br -3.883 -3.332 5.137 0.10 0.03 -0.04
H -4.369 -1.165 7.075 0.05 -0.09 -0.04
H -2.858 -0.982 7.986 0.01 -0.07 -0.03
H -2.990 -3.347 7.437 -0.01 0.06 0.00
H -1.791 -2.671 6.317 -0.05 0.08 0.02
Br 2.496 1.464 -3.793 0.21 -0.07 -0.03
C 0.671 1.968 -3.404 -0.15 0.12 -0.17
C 0.421 3.432 -3.706 -0.17 -0.09 0.29
Br 1.163 4.617 -2.338 0.00 -0.14 -0.09
H 0.488 1.704 -2.364 0.01 0.15 0.01
H 0.058 1.337 -4.049 -0.03 0.15 0.01
H -0.650 3.633 -3.698 0.03 -0.05 -0.02
H 0.841 3.759 -4.653 0.01 -0.12 0.03
Br -1.470 2.127 0.306 -0.61 0.87 -0.13
C -2.763 3.501 -0.175 0.19 -0.16 -0.07
C -2.516 4.777 0.587 -0.24 0.14 0.09
Br -3.142 4.638 2.426 0.09 -0.01 -0.02
H -3.751 3.083 -0.001 0.02 0.10 0.05
H -2.623 3.662 -1.243 0.02 0.07 0.05
H -3.085 5.598 0.153 0.01 -0.05 -0.02
H -1.465 5.051 0.630 -0.03 -0.10 -0.05
Br -1.507 -1.085 -5.136 -0.07 0.01 0.06
C -1.529 -0.818 -7.061 0.12 -0.25 0.11
C -0.673 0.352 -7.461 -0.10 0.20 -0.20
Br -1.568 2.038 -7.070 0.10 0.02 0.08
H -2.569 -0.706 -7.352 0.07 0.08 -0.01
H -1.136 -1.742 -7.482 0.03 0.07 -0.01
H -0.510 0.356 -8.537 -0.03 -0.03 0.03
H 0.288 0.378 -6.953 -0.07 -0.07 0.03
```
Forces are in eV/Å.

Properties
Structure (SMILES) ... C#CCc1cccc2ncc(OC[C@H](C)O)nc12.BrCCBr.BrCCBr.BrCCBr.BrCCBr
Kohn-Sham gap ... 8.553 eV
LUMO energy ... -0.1 eV
HOMO level ... -0.3181 Eh
2S+1 ... 1
Max |F| ... 3.3 eV/Å